# 1
Density functional theory data (the ωB97M-V functional and the def2-TZVPD basis) for C43H61AsBF2InN4OP2S as an isolated structure at a distorted geometry.

Calculated values
E_tot: -5700.828815 hartree
HOMO-LUMO gap: 0.245 hartree
highest occupied orbital energy: -6.8 eV

```
117
C43H61AsBF2InN4OP2S, DFT the ωB97M-V functional and the def2-TZVPD basis
In 8.97039 -16.84760 7.69441
C 12.10376 -13.30961 8.89275
C 11.48532 -14.33220 9.82638
C 12.01135 -14.10877 11.27675
P 11.42598 -16.02848 9.17376
C 13.16286 -16.66834 8.85545
C 14.24849 -16.15127 9.80779
C 13.54546 -16.39493 7.45591
C 10.70987 -16.98330 10.54373
C 11.56881 -17.62307 11.39483
C 11.16854 -18.48204 12.40202
C 12.19910 -19.27816 13.10597
C 9.81607 -18.50336 12.68359
C 8.92638 -17.81733 11.88575
C 9.29737 -17.16259 10.74411
N 8.37595 -16.68218 9.81148
C 7.08005 -17.34249 9.79228
C 6.85940 -18.72191 9.58871
C 5.57373 -19.17891 9.26914
C 4.53928 -18.29471 9.07979
C 3.17882 -18.71727 8.67588
C 4.75169 -16.95878 9.35911
C 6.00226 -16.48604 9.70596
P 6.41652 -14.69855 9.41918
C 4.77364 -13.74069 9.34342
C 3.71483 -14.07758 10.38130
C 4.21684 -13.95211 7.94006
C 7.09704 -14.11319 11.02265
C 7.07797 -12.58840 11.07872
C 6.45960 -14.77202 12.23852
H 12.18180 -12.40160 9.42294
H 13.10139 -13.63902 8.63182
H 11.47027 -13.24463 7.96485
H 10.39250 -14.16057 9.87926
H 13.08292 -14.23193 11.25814
H 11.78940 -13.07702 11.65189
H 11.54754 -14.83526 11.98976
H 13.02441 -17.71760 8.87161
H 14.27631 -15.05424 9.63155
H 14.14061 -16.30575 10.94215
H 15.13952 -16.68998 9.54470
H 13.81129 -15.32816 7.32604
H 14.46319 -16.94989 7.23838
H 12.85775 -16.73594 6.70778
H 12.63650 -17.57046 11.28652
H 13.04634 -18.60585 13.38596
H 11.75292 -19.72664 14.00256
H 12.63415 -20.05355 12.46049
H 9.44562 -19.05177 13.48609
H 7.87661 -17.91008 12.12531
H 7.64550 -19.47676 9.62644
H 5.38339 -20.26650 9.11675
H 2.52710 -17.84698 8.54480
H 3.21395 -19.19087 7.68815
H 2.72218 -19.35269 9.42274
H 3.98177 -16.30103 9.29574
H 5.10045 -12.74404 9.49225
H 3.87908 -15.00358 10.93818
H 3.59391 -13.35634 11.15068
H 2.70785 -14.21943 9.92721
H 4.25343 -14.99399 7.71457
H 3.13045 -13.60353 7.78056
H 4.87155 -13.31204 7.23029
H 8.13826 -14.55409 10.92007
H 6.02544 -12.24378 11.13416
H 7.59318 -12.23304 11.96872
H 7.44944 -12.12600 10.19486
H 5.37346 -14.62524 12.35012
H 6.67854 -15.81651 12.37325
H 7.01181 -14.37256 13.10314
C 12.17338 -16.68303 4.29306
C 11.06424 -16.45894 5.33411
N 10.71605 -17.35091 6.20022
N 11.42301 -18.55660 6.27228
C 11.05221 -19.18943 7.37371
O 10.09172 -18.80459 8.13064
C 11.80527 -20.39273 7.68705
C 13.10751 -20.56911 7.29079
C 13.89625 -21.57280 7.87230
C 13.26369 -22.45407 8.77642
C 11.99381 -22.30230 9.17173
C 11.24950 -21.22675 8.64918
C 10.26415 -15.17498 5.32210
C 10.43770 -14.29212 4.28878
C 9.85429 -13.00273 4.41949
C 9.20472 -12.66900 5.57803
C 9.03018 -13.65141 6.55977
N 9.64287 -14.84813 6.42403
H 12.67842 -17.62064 4.56679
H 11.75393 -16.79275 3.30629
H 12.79710 -15.76707 4.24716
H 13.49086 -19.84789 6.56216
H 14.96905 -21.68747 7.69906
H 13.88779 -23.16770 9.23212
H 11.53189 -22.98947 9.89789
H 10.21267 -21.06281 8.97236
H 11.06895 -14.49028 3.45136
H 10.00793 -12.21240 3.67302
H 8.85546 -11.69047 5.80039
H 8.52259 -13.46215 7.50681
F 6.02537 -17.00958 6.04746
B 7.34170 -17.17141 6.06545
F 7.80362 -17.34372 4.81991
C 9.67975 -20.49954 3.82007
As 8.65652 -21.79416 4.82476
C 9.93558 -22.96589 5.63422
C 7.76228 -22.80102 3.51210
S 7.32666 -20.93325 6.19646
H 10.66774 -20.91217 3.72462
H 9.69000 -19.52701 4.35542
H 9.15647 -20.44405 2.86926
H 10.04936 -23.87882 5.13230
H 9.46193 -23.12452 6.64151
H 10.87623 -22.42045 5.70008
H 8.37431 -23.10564 2.66759
H 6.85342 -22.35985 3.17539
H 7.37602 -23.73203 3.96137
```

# 2
Density functional theory data (the ωB97M-V functional and the def2-TZVPD basis) for a 2-piece molecular cluster, C5H14O overall at a distorted geometry.

Calculated values
E_tot: -274.107641 hartree
relative energy (zero: lowest compared OMol25 entry of this formula, charge and spin): 90.4 kJ/mol
HOMO-LUMO gap: 0.440 hartree
highest occupied orbital energy: -10.9 eV

```
20
C5H14O, DFT the ωB97M-V functional and the def2-TZVPD basis
C 0.00000 0.00000 0.00000
C 1.92900 -2.30518 1.24591
C 1.83178 -3.16603 -1.13417
C 0.13792 -1.46164 -0.42583
C 1.57522 -1.97479 -0.24650
H -1.05509 0.30413 0.10442
H 0.49968 0.69603 -0.69461
H 0.48756 0.07685 0.98640
H 1.92143 -1.36613 1.82448
H 2.89505 -2.81162 1.40984
H 1.12208 -2.95650 1.62178
H 1.08712 -3.96519 -0.98105
H 2.83509 -3.57620 -0.92985
H 1.79113 -2.84459 -2.18851
H -0.49086 -2.05821 0.26278
H -0.28957 -1.55976 -1.44223
H 2.26148 -1.17928 -0.60161
O 0.98107 -0.62653 -2.82081
H 0.52518 -1.29384 -2.25945
H 1.93870 -0.82741 -2.71667
```

# 3
Density functional theory data (the ωB97M-V functional and the def2-TZVPD basis) for C57H50LuN5O3PS8 as an isolated structure at a distorted geometry.

Calculated values
total charge: -1
E_tot: -7462.973354 hartree
relative energy (zero: lowest compared OMol25 entry of this formula, charge and spin): 570.3 kJ/mol
HOMO-LUMO gap (spin up / spin down): 0.080 / 0.080 hartree
highest occupied orbital energy (spin up / spin down): -1.3 / -1.3 eV

```
125
C57H50LuN5O3PS8, DFT the ωB97M-V functional and the def2-TZVPD basis
Lu -0.70427 -1.18822 0.06858
N -2.77849 -0.17760 0.00032
C -3.87944 -0.48273 0.82866
C -5.07322 0.23770 0.72324
C -6.15809 -0.08203 1.53961
C -6.05435 -1.12265 2.45943
C -4.87086 -1.85845 2.55153
C -3.78123 -1.56990 1.71732
P -2.19345 -2.43552 1.74537
C -2.50828 -4.15627 1.24218
C -1.40579 -4.92061 0.81270
C -1.54723 -6.25186 0.40867
C -2.80508 -6.84473 0.40617
C -3.91342 -6.10306 0.79840
C -3.76658 -4.77158 1.20712
C -1.75595 -2.54125 3.51832
C -2.08584 -1.50089 4.40606
C -1.69565 -1.53326 5.74929
C -0.93728 -2.59521 6.22907
C -0.57216 -3.62240 5.36604
C -0.97694 -3.59366 4.02632
H -2.65516 0.84156 -0.08793
H -3.03164 -0.26893 -0.99420
H -5.16492 1.05650 0.01610
H -7.08187 0.48568 1.46348
H -6.89350 -1.36402 3.10685
H -4.80483 -2.65957 3.28483
H -0.40930 -4.48004 0.79284
H -0.67597 -6.81885 0.09419
H -2.92165 -7.87783 0.09094
H -4.90238 -6.55532 0.78424
H -4.66591 -4.23601 1.48565
H -2.64417 -0.63319 4.06008
H -1.97342 -0.71834 6.41225
H -0.61979 -2.61528 7.26788
H 0.03972 -4.44500 5.72682
H -0.64776 -4.40605 3.38551
S 2.57230 -7.79547 2.78903
C 1.87035 -6.38414 2.20910
S 2.09276 -4.81345 2.97850
C 1.11373 -3.95238 1.84801
C 0.55064 -4.64068 0.85446
S -0.41490 -3.77482 -0.25581
S 0.84455 -6.33928 0.77591
S 0.81372 -2.27301 1.91217
N 0.97081 0.21510 0.37222
S 2.21520 0.75519 0.54452
N 2.16168 2.26480 0.13048
S 1.94750 2.84995 -1.32689
N 1.03315 1.87972 -2.16782
S -0.50857 1.59988 -2.12070
N -0.72144 0.41632 -1.44549
C -1.64972 2.77838 -1.47283
C -2.45694 3.53347 -2.33034
C -3.40366 4.41094 -1.80044
C -3.55231 4.52051 -0.41817
C -2.74918 3.75763 0.43435
C -1.79633 2.88476 -0.09318
C -1.04910 1.19030 -3.79498
C -2.21191 0.44701 -3.98488
C -2.59967 0.10234 -5.28094
C -1.81906 0.49349 -6.37270
C -0.65166 1.23256 -6.17137
C -0.26514 1.58672 -4.87899
C 1.57869 4.57364 -1.05865
C 0.53359 5.23844 -1.66001
C 0.30769 6.58340 -1.34482
C 1.16157 7.26753 -0.47208
C 2.25134 6.60526 0.08718
C 2.45262 5.25907 -0.20507
C 3.42087 3.02197 -2.33525
C 3.26046 3.64765 -3.57414
C 4.34499 3.77232 -4.43853
C 5.58439 3.25776 -4.06401
C 5.73569 2.64147 -2.81737
C 4.65165 2.53689 -1.94082
C 2.44541 0.57500 2.31474
C 2.65150 -0.69426 2.85806
C 2.79001 -0.83897 4.23919
C 2.69914 0.27927 5.07146
C 2.46928 1.54314 4.52301
C 2.34416 1.69399 3.14105
C 3.40744 -0.26475 -0.27046
C 3.03160 -1.00984 -1.38435
C 3.96453 -1.84155 -2.00415
C 5.26694 -1.92935 -1.50543
C 5.63920 -1.18180 -0.38638
C 4.70762 -0.34841 0.23442
H -2.33577 3.45680 -3.40424
H -4.01555 5.00617 -2.46962
H -4.28586 5.20179 -0.00246
H -2.85181 3.83536 1.51089
H -1.15183 2.28377 0.54828
H -2.78512 0.12762 -3.12005
H -3.49706 -0.48725 -5.42897
H -2.10982 0.20666 -7.37749
H -0.02562 1.51892 -7.01003
H 0.65575 2.13932 -4.71349
H -0.09583 4.71637 -2.36199
H -0.54611 7.08984 -1.77871
H 0.97985 8.30751 -0.22999
H 2.93788 7.11498 0.75232
H 3.29741 4.72708 0.22384
H 2.28141 4.02243 -3.85248
H 4.20743 4.25471 -5.39920
H 6.42636 3.32864 -4.74232
H 6.69217 2.22225 -2.52636
H 4.75843 2.06659 -0.97595
H 2.67129 -1.55922 2.20156
H 2.94264 -1.82689 4.65992
H 2.78197 0.16349 6.14679
H 2.36241 2.41191 5.16397
H 2.12632 2.66774 2.71109
H 2.01525 -0.91316 -1.76566
H 3.66451 -2.40449 -2.88107
H 5.98991 -2.57011 -1.99769
H 6.65135 -1.23541 -0.00182
H 4.99126 0.25039 1.09325
O 0.73348 -1.68853 -1.48104
H 0.27593 -1.45672 -2.32811
H 0.76583 -2.67824 -1.47928
O -1.83971 -1.78278 -1.68520
H -2.68703 -2.29460 -1.71405
H -1.62624 -1.60278 -2.63528
O -0.87654 -0.14496 1.71586
```

# 4
Density functional theory data (the ωB97M-V functional and the def2-TZVPD basis) for C23H39BBaCl2N7O3Se as an isolated structure at a distorted geometry.

Calculated values
total charge: +1
E_tot: -4880.782959 hartree
HOMO-LUMO gap: 0.263 hartree
highest occupied orbital energy: -9.7 eV

```
77
C23H39BBaCl2N7O3Se, DFT the ωB97M-V functional and the def2-TZVPD basis
Ba -0.07479 -0.90109 0.54109
C 0.66949 2.99095 1.32444
O 0.51619 1.69049 1.84670
C 0.36080 1.64736 3.24617
C -0.18345 0.26249 3.62578
O 0.31790 -0.78273 2.82776
C 1.64184 -1.18461 3.06882
C 2.69104 -0.41052 2.28086
O 2.42624 -0.55320 0.90808
C 3.38004 0.11831 0.11906
H -0.22799 3.58995 1.50628
H 0.82320 2.87766 0.25195
H 1.53476 3.50081 1.76469
H -0.35233 2.40939 3.58713
H 1.32439 1.84196 3.74246
H -1.25912 0.24916 3.43689
H -0.00383 0.06621 4.69094
H 1.70667 -2.22672 2.75416
H 1.88390 -1.14005 4.13442
H 3.67860 -0.82407 2.53664
H 2.69817 0.65313 2.54922
H 4.37347 -0.32429 0.23851
H 3.43615 1.17819 0.38452
H 3.06889 0.04049 -0.92163
C 2.41608 -4.89510 1.04885
C 1.55694 -5.79849 1.65684
C 0.21463 -5.47568 1.75239
C -0.23128 -4.25257 1.24833
N 0.61151 -3.36754 0.72099
C 1.88895 -3.69224 0.60885
C -1.66173 -3.89723 1.27310
C -2.63438 -4.89117 1.16459
C -3.97186 -4.53461 1.17523
C -4.29579 -3.19502 1.30891
C -3.26189 -2.27709 1.40165
N -1.97813 -2.60567 1.37666
H 3.46602 -5.10649 0.93578
H 1.92286 -6.73626 2.04775
H -0.46810 -6.15902 2.23292
H 2.52273 -2.95324 0.14626
H -2.34954 -5.92293 1.03590
H -4.74033 -5.28460 1.06326
H -5.32123 -2.86245 1.32455
H -3.47902 -1.22395 1.48698
Cl -2.49890 1.92087 1.15834
C -4.24044 1.97835 1.46834
Cl -5.06898 0.65157 0.63007
H -4.62068 2.92445 1.09059
H -4.40620 1.88442 2.53981
N 0.04685 -2.47132 -2.75154
N 0.89105 -1.53601 -2.05913
H 0.14067 -2.36469 -3.76329
H -0.91994 -2.24440 -2.52570
H 0.83987 -0.59929 -2.47773
H 1.84575 -1.86244 -2.20312
B -3.55939 0.02755 -2.93966
C -2.52104 -0.22708 -1.83213
N -1.74627 -0.41399 -0.98259
H -4.32546 -0.88957 -2.91326
H -2.97403 0.09024 -3.98023
H -4.09075 1.06955 -2.66786
C 3.82450 4.29450 -3.72112
N 2.44656 4.64694 -3.52778
C 1.85253 5.83701 -3.84186
C 0.55254 5.75136 -3.47609
N 0.35117 4.50483 -2.94203
C -0.89358 4.01715 -2.41491
C 1.52196 3.83640 -2.97366
Se 1.86255 2.16154 -2.36723
H 4.35586 5.12798 -4.17470
H 3.89869 3.41612 -4.36367
H 4.27412 4.04295 -2.75924
H 2.39846 6.64276 -4.29109
H -0.23367 6.47409 -3.55698
H -1.71570 4.33931 -3.05111
H -1.04793 4.40284 -1.40502
H -0.87681 2.92811 -2.37914
```

# 5
Density functional theory data (the ωB97M-V functional and the def2-TZVPD basis) for a 2-piece molecular cluster, C6H10N7 overall at a distorted geometry.

Calculated values
total charge: +1
E_tot: -617.572729 hartree
relative energy (zero: lowest compared OMol25 entry of this formula, charge and spin): 194.6 kJ/mol
HOMO-LUMO gap: 0.304 hartree
highest occupied orbital energy: -12.6 eV

```
23
C6H10N7, DFT the ωB97M-V functional and the def2-TZVPD basis
C 2.35479 -1.88530 -0.61009
C -2.78738 -1.54618 0.04540
C -1.53771 0.29602 0.04857
C 1.42055 -0.05575 0.04091
C 0.79080 1.69045 1.46143
C 0.77579 1.18743 0.06410
N 2.27439 -0.53242 -0.87376
N 1.77470 -2.11944 0.52929
N -1.57188 -1.03407 0.39877
N -2.66875 0.59942 -0.49257
N -3.43671 -0.47363 -0.47789
N 1.10867 -1.01921 0.89723
N 0.76948 2.03839 -0.96322
H 3.00918 -2.62631 -1.11847
H -3.21201 -2.51594 0.04561
H 0.43570 2.70273 1.47909
H 1.92665 1.57085 1.56251
H 0.39383 0.87286 2.09204
H -4.52428 -0.42980 -0.61389
H -0.68631 -1.43296 0.78770
H 2.56745 -0.10823 -1.73879
H 0.68426 2.99680 -0.77771
H 0.13880 1.82430 -1.78626
```

# 6
Density functional theory data (the ωB97M-V functional and the def2-TZVPD basis) for a 2-piece molecular cluster, C4H12 overall at a distorted geometry.

Calculated values
⟨S²⟩: 0.750
total charge: -1
E_tot: -159.514189 hartree
relative energy (zero: lowest compared OMol25 entry of this formula, charge and spin): 41.9 kJ/mol
2S+1: 2
HOMO-LUMO gap (spin up / spin down): 0.102 / 0.442 hartree
highest occupied orbital energy (spin up / spin down): 1.6 / -7.6 eV

```
16
C4H12, DFT the ωB97M-V functional and the def2-TZVPD basis
C -1.25947 -1.83117 0.77525
C -1.94476 -0.49701 1.03301
H -1.85895 -2.39466 0.05927
H -0.25405 -1.76401 0.32953
H -1.03463 -2.36021 1.69630
H -2.13001 -0.17775 2.06512
H -1.26613 0.33197 0.69241
H -2.87693 -0.43752 0.49551
C 0.82111 1.06240 -0.96261
C 2.31633 1.25891 -0.78535
H 0.48498 1.05279 -2.00256
H 0.59439 0.09150 -0.53681
H 0.22530 1.86484 -0.48945
H 2.67780 0.89823 0.17193
H 2.63325 2.27780 -1.05192
H 2.87176 0.62391 -1.48963
```

Which of these has the lowest E_tot? C57H50LuN5O3PS8

The lowest E_tot belongs to which entry? C57H50LuN5O3PS8